Formula: C5H5FN2O
Source: the OMol25 dataset
Level of theory: the ωB97M-V functional and the def2-TZVPD basis

Output
E: -13009.745 eV
F_max: 0.07929 hartree/bohr
SMILES string: Cn1cc(F)cnc1=O
ΔE to the lowest compared entry with this formula, charge and spin: 1.644 eV
HOMO-LUMO gap: 8.63 eV

Geometry as XYZ:
```
14
Properties=species:S:1:pos:R:3:forces:R:3
C 0.10037 1.90251 -0.84037 -0.09 0.55 1.03
N -0.14491 0.59661 -0.27426 0.04 -1.96 3.58
C 0.06775 0.23120 1.10134 -0.86 -1.59 -0.18
C 0.02328 -1.13686 1.44340 -0.05 3.10 0.19
F 0.14921 -1.49285 2.78806 -0.27 0.28 -2.03
C -0.08957 -2.09831 0.39907 1.42 -1.65 0.64
N -0.01695 -1.79795 -0.87216 -1.02 0.45 2.31
C -0.20994 -0.43797 -1.19251 -0.23 -0.93 -3.86
O -0.40830 -0.21296 -2.40115 0.33 0.58 2.08
H 1.12584 1.77243 -1.14545 0.21 1.14 -0.91
H -0.05713 2.74398 -0.15838 0.56 -0.57 0.68
H -0.64951 2.15063 -1.56212 0.13 -0.50 -1.13
H 0.12579 0.96576 1.94744 0.06 -0.41 -1.42
H -0.01592 -3.18624 0.76710 -0.24 1.52 -0.98
```
Positions in Å, forces in eV/Å.

Atomic partial charges in e from the Mulliken method, atoms 1 to 2: atom 1 (C): -0.910, atom 2 (N): 0.066

---

Formula: C5H5FO2
Source: the OMol25 dataset
Level of theory: the ωB97M-V functional and the def2-TZVPD basis

Output
E: -12077.139 eV
F_max: 0.04011 hartree/bohr
SMILES string: Oc1cc(CF)co1
ΔE to the lowest compared entry with this formula, charge and spin: 0.749 eV
HOMO-LUMO gap: 9.03 eV

Geometry as XYZ:
```
13
Properties=species:S:1:pos:R:3:forces:R:3
O -2.83183 -0.54834 0.27400 0.55 0.06 -0.25
C -1.53233 -0.27998 -0.01026 -0.37 -1.56 0.20
C -0.38068 -1.01708 -0.15272 -0.71 -0.07 -0.08
C 0.68494 -0.05462 -0.25825 -1.17 0.95 -0.09
C 2.17258 -0.36350 -0.43625 -1.38 0.33 0.24
F 2.83235 0.02746 0.70970 0.44 -0.26 0.53
C 0.03664 1.17135 -0.15694 1.63 -0.59 -0.88
O -1.33142 1.02271 -0.05966 1.95 0.65 0.19
H -3.16653 0.35124 0.43532 -0.51 -0.53 0.03
H -0.28421 -2.09506 -0.24562 -0.19 0.33 0.27
H 2.36445 -1.42305 -0.65955 -0.21 0.24 0.35
H 2.60488 0.21988 -1.22020 0.15 0.41 -0.73
H 0.40935 2.16780 -0.32540 -0.17 0.04 0.23
```
Positions in Å, forces in eV/Å.

Atomic partial charges in e from the Mulliken method, atoms 1 to 2: atom 1 (O): -0.506, atom 2 (C): 0.597

---

Formula: C5H5IN2O
Source: the OMol25 dataset
Level of theory: the ωB97M-V functional and the def2-TZVPD basis

Output
E: -18391.721 eV
F_max: 0.10494 hartree/bohr
ΔE to the lowest compared entry with this formula, charge and spin: 1.807 eV
HOMO-LUMO gap: 9.01 eV

Geometry as XYZ:
```
14
Properties=species:S:1:pos:R:3:forces:R:3
C -0.28731 1.91824 0.18326 2.71 -0.41 0.37
C 0.68584 0.95916 0.17053 0.58 0.97 -1.03
C -2.04302 0.53863 0.13214 3.15 -4.37 -0.32
C -0.78506 -0.92869 0.07871 -1.94 4.54 0.84
C 1.60705 -1.34261 -0.30753 -2.29 1.23 2.90
N -1.63446 1.70023 0.11625 -0.76 1.50 0.12
N 0.48626 -0.40805 0.00797 -2.27 -0.47 -0.45
O -1.20278 -2.03026 0.18272 0.43 -0.96 -0.43
I -3.87274 -0.32276 -0.01081 -0.97 0.18 -0.01
H 0.13960 2.92226 0.28730 -0.85 -0.19 -0.09
H 1.77267 1.30026 0.10301 -1.63 -0.66 0.32
H 1.06887 -2.33264 -0.24056 1.54 0.75 0.05
H 1.89164 -1.03961 -1.27515 1.13 -0.22 -1.04
H 2.17342 -0.93417 0.57216 1.15 -1.89 -1.21
```
Positions in Å, forces in eV/Å.

Atomic partial charges in e from the Mulliken method, atoms 1 to 2: atom 1 (C): -0.199, atom 2 (C): -0.006

---

Formula: C5H5N
Source: the OMol25 dataset
Level of theory: the ωB97M-V functional and the def2-TZVPD basis

Output
E: -6743.100 eV
F_max: 0.11307 hartree/bohr
ΔE to the lowest compared entry with this formula, charge and spin: 12.808 eV
HOMO-LUMO gap: 7.64 eV

Geometry as XYZ:
```
11
Properties=species:S:1:pos:R:3:forces:R:3
C 2.33742 0.30660 1.57834 0.86 0.41 -0.75
C 1.39478 0.22804 0.47095 2.64 0.14 4.39
C 0.50827 -0.11518 -0.22355 -1.10 0.00 -2.08
C -0.41718 -0.39046 -1.26587 -2.03 1.59 -1.16
C -1.80712 -0.13506 -0.76032 -3.81 0.52 3.53
H 3.75281 -0.04361 0.44176 -2.57 0.88 3.01
H 2.11650 2.07772 2.29403 0.74 -3.68 -1.34
H 2.01625 -1.06241 2.93344 0.72 2.75 -2.68
H -0.33395 0.24162 -2.17931 0.42 0.18 0.77
H -0.25951 -1.33401 -1.70479 -0.29 -1.65 -0.09
N -2.76988 0.10816 -0.08320 4.41 -1.15 -3.61
```
Positions in Å, forces in eV/Å.

Atomic partial charges in e from the Mulliken method, atoms 1 to 2: atom 1 (C): -0.922, atom 2 (C): 0.525

---

Formula: C5H5N
Source: the OMol25 dataset
Level of theory: the ωB97M-V functional and the def2-TZVPD basis

Output
E: -6753.150 eV
F_max: 0.02083 hartree/bohr
SMILES string: CCC#CC#N
ΔE to the lowest compared entry with this formula, charge and spin: 2.757 eV
HOMO-LUMO gap: 10.67 eV

Geometry as XYZ:
```
11
Properties=species:S:1:pos:R:3:forces:R:3
C -1.51384 -0.69046 0.36067 -0.10 -0.08 0.05
C -0.62659 0.13228 -0.57428 -0.09 0.06 -0.06
C 0.77954 -0.23845 -0.60557 0.53 0.15 0.19
C 1.96870 -0.17379 -0.38012 -0.71 0.21 0.03
C 2.84005 0.68620 0.26960 0.55 0.75 0.53
N 3.34379 1.54503 0.86434 0.02 -0.89 -0.53
H -0.94617 -1.04873 1.22372 -0.08 0.07 -0.13
H -1.95177 -1.54933 -0.15026 0.08 0.03 0.07
H -2.32376 -0.05695 0.73179 0.03 -0.16 -0.09
H -0.52223 1.14705 -0.16499 -0.24 -0.01 -0.11
H -1.04773 0.24714 -1.57490 0.00 -0.13 0.06
```
Positions in Å, forces in eV/Å.

Atomic partial charges in e from the Mulliken method, atoms 1 to 2: atom 1 (C): -0.985, atom 2 (C): -0.194

---

Formula: C5H5N
Source: the OMol25 dataset
Level of theory: the ωB97M-V functional and the def2-TZVPD basis

Output
E: -6751.711 eV
F_max: 0.09118 hartree/bohr
SMILES string: C=C=C=NC=C
ΔE to the lowest compared entry with this formula, charge and spin: 4.197 eV
HOMO-LUMO gap: 7.88 eV

Geometry as XYZ:
```
11
Properties=species:S:1:pos:R:3:forces:R:3
C 3.04548 0.36580 0.11788 -0.01 -3.24 2.82
C 1.83988 -0.12596 0.09617 2.80 1.28 -0.67
C 0.71367 -0.62248 0.11752 -1.76 0.01 -0.21
N -0.38075 -1.08628 0.27275 -2.16 -1.38 0.68
C -1.69868 -0.67241 0.08985 -1.40 0.94 -0.96
C -2.06790 0.65829 0.05745 4.25 -1.71 1.02
H 3.34482 1.23132 -0.28883 0.87 3.05 -1.70
H 3.76650 -0.12662 0.80443 -0.17 0.24 -0.73
H -2.39181 -1.56348 -0.02766 0.71 1.48 0.36
H -2.99200 1.08492 0.29705 -1.46 0.17 -0.31
H -1.15107 1.34514 0.18151 -1.66 -0.84 -0.30
```
Positions in Å, forces in eV/Å.

Atomic partial charges in e from the Mulliken method, atoms 1 to 2: atom 1 (C): -1.158, atom 2 (C): -0.456

---

Formula: C5H5N
Source: the OMol25 dataset
Level of theory: the ωB97M-V functional and the def2-TZVPD basis

Output
E: -6752.376 eV
F_max: 0.10402 hartree/bohr
SMILES string: CC1(C#N)C=C1
ΔE to the lowest compared entry with this formula, charge and spin: 3.531 eV
HOMO-LUMO gap: 11.04 eV

Geometry as XYZ:
```
11
Properties=species:S:1:pos:R:3:forces:R:3
C -0.04708 -0.96291 -0.01393 4.95 -1.41 1.44
C 0.85806 0.25324 0.07244 -1.71 0.04 -0.48
C 2.27706 -0.07560 0.02232 -3.56 1.41 0.48
N 3.38464 -0.23022 0.11262 3.62 -0.77 0.02
C 0.28752 1.42292 -0.69626 0.62 -0.72 5.03
C 0.21504 1.48898 0.63104 1.12 1.16 -2.92
H -1.01993 -0.73044 -0.08767 -3.46 0.83 0.35
H 0.27580 -1.69087 0.77663 -0.92 0.39 -0.65
H 0.26154 -1.33856 -0.94852 0.06 -1.29 -1.25
H -0.14743 1.63267 -1.59014 -0.69 0.84 -2.41
H -0.05295 2.17594 1.41537 -0.04 -0.47 0.38
```
Positions in Å, forces in eV/Å.

Atomic partial charges in e from the Mulliken method, atoms 1 to 2: atom 1 (C): -1.375, atom 2 (C): 0.724

---

Formula: C5H5N
Source: the OMol25 dataset
Level of theory: the ωB97M-V functional and the def2-TZVPD basis

Output
E: -6749.972 eV
F_max: 0.11185 hartree/bohr
ΔE to the lowest compared entry with this formula, charge and spin: 5.935 eV
HOMO-LUMO gap: 8.43 eV

Geometry as XYZ:
```
11
Properties=species:S:1:pos:R:3:forces:R:3
C -1.43646 0.55362 0.65806 1.26 0.02 -1.91
C -1.44941 0.56141 -0.65982 1.34 -2.40 5.05
C 2.44926 0.82947 0.19789 -1.16 -0.87 1.02
C -0.77564 -0.68089 0.06888 -0.10 2.39 -1.00
C 0.71236 -0.86821 -0.05573 -2.82 -1.82 0.46
N 1.61633 -0.03276 -0.10218 2.17 2.88 0.42
H -1.61722 1.09041 1.56266 -0.29 0.02 0.35
H -2.12266 0.60661 -1.39831 -1.74 0.94 -3.08
H 3.00632 1.41147 -0.48674 0.41 0.21 -1.23
H -1.35404 -1.59618 0.09466 0.23 -0.17 0.14
H 0.97117 -1.87494 0.12065 0.70 -1.21 -0.22
```
Positions in Å, forces in eV/Å.

Atomic partial charges in e from the Mulliken method, atoms 1 to 2: atom 1 (C): -0.207, atom 2 (C): -0.449

---

Formula: C5H5N
Source: the OMol25 dataset
Level of theory: the ωB97M-V functional and the def2-TZVPD basis

Output
E: -6747.566 eV
F_max: 0.09117 hartree/bohr
ΔE to the lowest compared entry with this formula, charge and spin: 8.342 eV
HOMO-LUMO gap: 7.25 eV

Geometry as XYZ:
```
11
Properties=species:S:1:pos:R:3:forces:R:3
C -4.62370 -0.23414 0.93632 -0.07 -0.06 0.14
C -3.76100 -0.10916 0.00491 2.02 0.84 -2.95
C -0.93183 0.86003 -0.34869 -2.78 -2.54 -1.02
C -2.84892 0.21069 -0.95934 1.61 0.29 4.40
C 1.33316 -0.00607 0.07888 -1.92 2.71 -2.59
N -0.18568 -0.09731 -0.07039 0.43 1.85 -0.65
H -1.08090 1.92769 -0.57203 1.07 -0.38 0.47
H -2.76903 0.13124 -2.02188 -0.67 -0.25 -0.49
H 1.63383 0.92279 0.60396 0.02 -0.57 -0.52
H 1.76563 -0.12803 -0.96614 -0.57 0.71 1.19
H 1.64220 -0.84418 0.54502 0.86 -2.60 2.02
```
Positions in Å, forces in eV/Å.

Atomic partial charges in e from the Mulliken method, atoms 1 to 2: atom 1 (C): -0.385, atom 2 (C): 0.236